Molecular formula: C2H4N4S
Method: DFT, the ωB97M-V functional and the def2-TZVPD basis

The spin multiplicity is 1. As for the lowest unoccupied orbital energy: 0.2 eV. The value obtained for the relative energy (zero: lowest compared OMol25 entry of this formula, charge and spin) is 274.45 kJ/mol. The value obtained for the electronic energy is -18931.70669 eV. As for the structure (SMILES): [H]/N=c1\ncn(S)[nH]1. The value obtained for the HOMO energy is -9.308 eV. The calculation puts the molar mass at 116.1 g mol⁻¹.

The geometry in XYZ format:
```
11
C2H4N4S | the OMol25 dataset | the ωB97M-V functional and the def2-TZVPD basis
H 3.044 -0.063 -0.595
N 2.356 -0.716 -0.318
C 1.204 -0.309 -0.372
N 0.955 1.183 -0.460
C -0.246 1.230 0.125
N -0.944 -0.037 0.481
S -2.390 -0.237 -0.551
N -0.023 -1.044 0.044
H -0.819 2.192 0.422
H -3.376 -0.477 0.475
H 0.238 -1.721 0.748
```

=====

Molecular formula: C27H39Cl6F5O24
Method: DFT, the ωB97M-V functional and the def2-TZVPD basis

The spin multiplicity is 1. As for the lowest unoccupied orbital energy: 0.1 eV. The value obtained for the electronic energy is -166489.78926 eV. As for the structure (SMILES): O=C1OC[C@@H](F)O1.O=C1OC[C@@H](F)O1.O=C1OC[C@@H](F)O1.O=C1OC[C@@H](F)O1.O=C1OC[C@@H](F)O1.COC(=O)OC.COC(=O)OC.COC(=O)OC.ClCCl.ClCCl.ClCCl. The value obtained for the HOMO energy is -10.806 eV. The calculation puts the molar mass at 1055.3 g mol⁻¹.

The geometry in XYZ format:
```
101
C27H39Cl6F5O24 | the OMol25 dataset | the ωB97M-V functional and the def2-TZVPD basis
O -3.897 -1.973 -2.241
C -4.630 -1.218 -1.583
O -5.523 -1.662 -0.573
C -6.181 -0.464 -0.191
C -5.225 0.665 -0.513
F -4.525 0.871 0.500
O -4.486 0.114 -1.526
H -7.033 -0.281 -0.845
H -6.377 -0.612 0.871
H -5.615 1.570 -0.978
O -1.544 3.915 4.738
C -1.452 2.868 4.100
O -0.382 2.499 3.312
C -0.546 1.083 3.026
C -2.013 0.859 3.104
F -2.408 -0.343 3.583
O -2.334 1.926 4.031
H -0.118 0.613 2.141
H -0.126 0.549 3.879
H -2.520 0.962 2.146
O -1.846 0.928 -3.729
C -2.251 0.096 -4.528
O -2.904 0.398 -5.709
C -3.418 -0.730 -6.373
C -2.446 -1.791 -5.679
F -1.452 -1.989 -6.510
O -2.065 -1.186 -4.467
H -4.467 -0.960 -6.187
H -3.103 -0.685 -7.416
H -2.925 -2.760 -5.537
O 2.118 -6.714 3.835
C 1.963 -5.592 3.401
O 0.811 -4.886 3.193
C 1.114 -3.685 2.609
C 2.574 -3.428 3.079
F 2.598 -2.829 4.252
O 2.943 -4.845 3.093
H 0.899 -3.702 1.541
H 0.402 -2.929 2.941
H 3.051 -2.723 2.398
O 2.399 -1.668 0.488
C 1.432 -1.127 -0.065
O 0.377 -1.862 -0.492
C -0.365 -0.984 -1.432
C -0.121 0.460 -0.814
F -1.093 0.688 0.108
O 1.112 0.272 -0.173
H 0.019 -1.159 -2.437
H -1.451 -1.071 -1.463
H -0.057 1.286 -1.522
C 4.065 -0.123 3.414
O 3.635 0.393 4.661
C 3.622 -0.274 5.821
O 4.323 -1.302 6.012
O 2.598 0.237 6.625
C 1.988 1.463 6.343
H 3.317 -0.700 2.871
H 4.791 -0.905 3.639
H 4.477 0.580 2.690
H 1.534 1.963 7.199
H 1.194 1.211 5.639
H 2.592 2.240 5.875
C -1.754 3.880 -0.045
O -3.174 3.689 -0.164
C -4.173 4.007 0.699
O -5.387 3.880 0.510
O -3.628 4.473 1.845
C -4.475 5.024 2.786
H -1.465 3.441 -1.000
H -1.338 3.421 0.851
H -1.495 4.931 -0.176
H -3.918 5.179 3.710
H -5.226 4.298 3.101
H -5.051 5.860 2.390
C 3.890 2.778 -0.725
O 4.600 1.679 -1.293
C 4.174 0.980 -2.323
O 3.052 1.087 -2.849
O 5.083 0.053 -2.671
C 4.874 -0.966 -3.674
H 3.963 3.672 -1.346
H 4.285 3.010 0.264
H 2.847 2.491 -0.591
H 5.823 -1.273 -4.112
H 4.236 -0.499 -4.425
H 4.378 -1.911 -3.457
Cl -0.031 4.348 -4.715
C 0.810 3.227 -3.620
Cl 0.857 4.016 -2.038
H 0.314 2.273 -3.441
H 1.754 3.015 -4.123
Cl 2.545 -4.646 -0.484
C 4.167 -4.221 -1.107
Cl 4.429 -4.511 -2.849
H 4.425 -3.184 -0.893
H 4.969 -4.796 -0.644
Cl -0.468 -4.917 -4.886
C 0.064 -4.021 -3.391
Cl 1.613 -3.208 -3.508
H -0.786 -3.367 -3.194
H 0.167 -4.742 -2.580
```

=====

Molecular formula: C4H3NO2
Method: DFT, the ωB97M-V functional and the def2-TZVPD basis

The spin multiplicity is 1. As for the lowest unoccupied orbital energy: -1.8 eV. The value obtained for the relative energy (zero: lowest compared OMol25 entry of this formula, charge and spin) is 383.65 kJ/mol. The value obtained for the electronic energy is -9777.71042 eV. The value obtained for the HOMO energy is -10.105 eV. The calculation puts the molar mass at 97.1 g mol⁻¹.

The geometry in XYZ format:
```
10
C4H3NO2 | the OMol25 dataset | the ωB97M-V functional and the def2-TZVPD basis
N 2.032 -0.416 -0.017
C 0.820 -0.097 -0.017
C -0.363 -1.013 0.160
C -1.550 -0.249 0.469
C -1.065 1.153 0.043
O -1.727 2.135 -0.099
O 0.314 1.177 -0.155
H 2.637 0.400 -0.123
H -0.176 -2.000 0.584
H -0.853 -1.187 -0.846
```

=====

Molecular formula: C2H9N3O
Method: DFT, the ωB97M-V functional and the def2-TZVPD basis

The spin multiplicity is 1. As for the lowest unoccupied orbital energy: 0.8 eV. The value obtained for the relative energy (zero: lowest compared OMol25 entry of this formula, charge and spin) is 425.28 kJ/mol. The value obtained for the electronic energy is -8734.03197 eV. As for the structure (SMILES): N/C=C/N.NO. The value obtained for the HOMO energy is -7.234 eV. The calculation puts the molar mass at 91.1 g mol⁻¹.

The geometry in XYZ format:
```
15
C2H9N3O | the OMol25 dataset | the ωB97M-V functional and the def2-TZVPD basis
N 1.583 0.463 -0.703
C 1.192 -0.220 0.400
C 0.147 -1.120 0.395
N -0.370 -1.739 1.575
H 0.542 0.667 -1.383
H 2.047 1.339 -0.497
H 1.562 0.131 1.365
H -0.004 -1.719 -0.499
H -0.290 -1.151 2.394
H 0.043 -2.645 1.765
N -0.943 0.907 -1.365
O -1.229 2.205 -0.862
H -1.702 0.647 -1.993
H -0.895 0.140 -0.576
H -1.685 2.096 -0.014
```

=====

Molecular formula: C9H13NO
Method: DFT, the ωB97M-V functional and the def2-TZVPD basis

The spin multiplicity is 1. As for the lowest unoccupied orbital energy: 0.8 eV. The value obtained for the relative energy (zero: lowest compared OMol25 entry of this formula, charge and spin) is 87.69 kJ/mol. The value obtained for the electronic energy is -13081.16288 eV. As for the structure (SMILES): Cc1ccccc1.CC(N)=O. The value obtained for the HOMO energy is -9.150 eV. The calculation puts the molar mass at 151.2 g mol⁻¹.

The geometry in XYZ format:
```
24
C9H13NO | the OMol25 dataset | the ωB97M-V functional and the def2-TZVPD basis
C -2.378 -0.001 0.959
C -0.954 0.478 1.081
C -0.559 1.764 0.682
C 0.755 2.148 0.939
C 1.724 1.241 1.366
C 1.361 -0.085 1.621
C 0.040 -0.435 1.438
H -2.548 -0.706 1.751
H -2.332 -0.499 -0.068
H -3.215 0.675 0.976
H -1.229 2.502 0.292
H 0.938 3.188 1.111
H 2.728 1.659 1.473
H 2.045 -0.779 2.045
H -0.340 -1.430 1.627
C 1.258 -1.414 -1.257
C 0.354 -1.376 -2.444
N -0.569 -0.371 -2.503
O 0.517 -2.182 -3.346
H 1.853 -0.504 -1.284
H 1.902 -2.278 -1.092
H 0.585 -1.508 -0.386
H -1.272 -0.395 -3.219
H -0.664 0.309 -1.764
```

=====

Molecular formula: C5H10O2
Method: DFT, the ωB97M-V functional and the def2-TZVPD basis

The spin multiplicity is 1. As for the lowest unoccupied orbital energy: 0.9 eV. The value obtained for the relative energy (zero: lowest compared OMol25 entry of this formula, charge and spin) is 133.29 kJ/mol. The value obtained for the electronic energy is -9441.66151 eV. As for the structure (SMILES): C=CCC(C)(O)O. The value obtained for the HOMO energy is -9.652 eV. The calculation puts the molar mass at 102.1 g mol⁻¹.

The geometry in XYZ format:
```
17
C5H10O2 | the OMol25 dataset | the ωB97M-V functional and the def2-TZVPD basis
C -2.046 0.167 1.257
C -1.431 0.519 0.140
C -0.030 1.033 0.089
C 0.998 -0.110 -0.155
C 0.724 -0.840 -1.472
O 2.288 0.425 -0.218
O 0.986 -1.000 0.939
H -3.049 -0.225 1.258
H -1.578 0.277 2.222
H -1.932 0.409 -0.812
H 0.235 1.506 1.038
H 0.091 1.762 -0.712
H -0.258 -1.303 -1.454
H 1.481 -1.607 -1.608
H 0.785 -0.135 -2.296
H 2.660 0.389 0.671
H 0.077 -1.269 1.115
```

=====

Molecular formula: C9H21BaO12
Method: DFT, the ωB97M-V functional and the def2-TZVPD basis

The spin multiplicity is 1. As for the lowest unoccupied orbital energy: 1.9 eV. The value obtained for the relative energy (zero: lowest compared OMol25 entry of this formula, charge and spin) is 112.78 kJ/mol. The value obtained for the electronic energy is -34943.85299 eV. The net charge is -1. The value obtained for the HOMO energy is -3.818 eV. The calculation puts the molar mass at 458.6 g mol⁻¹.

The geometry in XYZ format:
```
43
C9H21BaO12 | the OMol25 dataset | the ωB97M-V functional and the def2-TZVPD basis
Ba -15.272 3.108 21.931
O -13.665 -0.978 21.860
C -12.868 -0.055 22.391
O -13.311 1.091 22.583
O -11.712 -0.352 22.771
H -14.397 -0.423 21.582
O -12.146 6.326 23.053
C -13.094 5.470 22.636
O -14.176 5.855 22.235
O -12.799 4.256 22.630
H -12.742 7.059 22.883
O -17.885 -0.600 20.972
C -17.101 0.460 21.259
O -17.562 1.320 22.030
O -15.924 0.542 20.810
H -18.688 -0.370 21.446
C -15.395 6.164 18.785
C -16.560 5.859 19.719
O -16.624 4.384 19.851
H -15.318 7.251 18.808
H -15.689 5.857 17.781
H -14.437 5.731 19.072
H -17.494 6.137 19.229
H -16.478 6.328 20.699
H -17.006 4.044 19.038
C -19.722 5.114 23.559
C -18.678 4.132 23.098
O -17.350 4.455 23.538
H -19.513 6.161 23.338
H -19.789 5.042 24.645
H -20.678 4.733 23.199
H -18.737 4.004 22.017
H -18.954 3.165 23.521
H -17.378 4.488 24.497
C -12.335 3.065 17.959
C -12.217 2.767 19.436
O -13.508 2.458 19.864
H -11.331 3.209 17.559
H -12.903 3.943 17.650
H -12.706 2.202 17.408
H -11.774 3.574 20.020
H -11.633 1.864 19.609
H -13.815 1.684 19.387
```

=====

Molecular formula: CH4S2
Method: DFT, the ωB97M-V functional and the def2-TZVPD basis

The spin multiplicity is 1. As for the lowest unoccupied orbital energy: 0.7 eV. The value obtained for the relative energy (zero: lowest compared OMol25 entry of this formula, charge and spin) is 43.54 kJ/mol. The value obtained for the electronic energy is -22771.83714 eV. As for the structure (SMILES): CSS. The value obtained for the HOMO energy is -9.040 eV. The calculation puts the molar mass at 80.2 g mol⁻¹.

The geometry in XYZ format:
```
7
CH4S2 | the OMol25 dataset | the ωB97M-V functional and the def2-TZVPD basis
C -0.082 -0.216 -0.644
S 1.137 1.077 -0.318
S 1.790 0.567 1.513
H -0.432 0.145 -1.710
H -0.903 -0.058 -0.034
H 0.306 -1.159 -0.446
H 0.751 1.318 2.069
```

=====

Q: Among the records above, which one has the highest electronic energy?
A: C2H9N3O

=====

Repeat the third record exactly.
Molecular formula: C4H3NO2
Method: DFT, the ωB97M-V functional and the def2-TZVPD basis

The spin multiplicity is 1. As for the lowest unoccupied orbital energy: -1.8 eV. The value obtained for the relative energy (zero: lowest compared OMol25 entry of this formula, charge and spin) is 383.65 kJ/mol. The value obtained for the electronic energy is -9777.71042 eV. The value obtained for the HOMO energy is -10.105 eV. The calculation puts the molar mass at 97.1 g mol⁻¹.

The geometry in XYZ format:
```
10
C4H3NO2 | the OMol25 dataset | the ωB97M-V functional and the def2-TZVPD basis
N 2.032 -0.416 -0.017
C 0.820 -0.097 -0.017
C -0.363 -1.013 0.160
C -1.550 -0.249 0.469
C -1.065 1.153 0.043
O -1.727 2.135 -0.099
O 0.314 1.177 -0.155
H 2.637 0.400 -0.123
H -0.176 -2.000 0.584
H -0.853 -1.187 -0.846
```

=====

Q: The lowest lowest unoccupied orbital energy belongs to which entry?
A: C4H3NO2